This record from the OMol25 dataset describes 3 unconnected molecules or ions with the total composition C5H8O in a non-equilibrium geometry. The level of theory is ωB97M-V/def2-TZVPD.

The geometry in XYZ format:
```
14
Properties=species:S:1:pos:R:3
H -1.02626 -2.40012 1.18859
H 1.41800 -0.36735 0.78430
H 1.12756 0.47025 -1.52950
H -1.25750 0.37191 1.58439
C 0.94403 0.61880 0.70973
H 1.45826 1.31207 1.38458
C -0.56815 0.63324 0.78537
C -0.78642 -2.06395 -1.42776
O 0.00957 -1.78794 -2.19065
H -0.93462 -2.49478 1.92069
H -1.59150 1.32945 -1.07095
C -0.72411 1.08470 -0.46296
H 1.16977 2.14721 -0.92746
C 0.76139 1.14649 -0.74836
```

Output
Strongest force on any atom   1.4 eV/A
Energy relative to the best compared isomer or geometry (same formula, charge and spin)   2.966 eV
HOMO-LUMO gap   10.67 eV